Density functional theory data (ωB97M-V with the def2-TZVPD basis set) for a 4-piece molecular cluster, C25H54BrNO overall in a non-equilibrium geometry.

Properties
* largest force on an atom: 8.8 eV/Å
* net charge: 0
* structure (SMILES): C[C@@H](Br)C[C@@H]1CCNC1=O.CCCCCC.CCCCCC.CCCCCC
* E_tot: -3688.80247 hartree
* gap between HOMO and LUMO: 9.912 eV
* LUMO: 0.226 eV

Each atom is followed by the atoms it is bonded to, with distances in Å.
Geometry (Å):
1 C 3.12 -2.49 0.87  C2 1.638, H11 1.194, H12 1.192, H13 1.194
2 C 3.08 -0.87 0.59  C1 1.638, Br3 2.038, C4 1.638, H14 1.191
3 Br 4.10 -0.59 -1.15  C2 2.038
4 C 1.59 -0.24 0.34  C2 1.638, C5 1.639, H15 1.194, H16 1.191
5 C 0.35 -1.10 0.97  C4 1.639, C6 1.673, C9 1.672, H17 1.170
6 C -0.64 -1.61 -0.28  C5 1.673, C7 1.670, H18 1.176, H19 1.172
7 C -1.85 -2.23 0.68  C6 1.670, N8 1.537, H20 1.193, H21 1.170
8 N -1.96 -1.19 1.80  C7 1.537, C9 1.522, H22 1.064
9 C -0.82 -0.19 1.75  C5 1.672, N8 1.522, O10 1.338
10 O -0.70 1.06 2.21  C9 1.338
11 H 4.19 -2.98 0.69  C1 1.194
12 H 2.30 -3.10 0.26  C1 1.192
13 H 2.92 -2.63 2.04  C1 1.194
14 H 3.72 -0.29 1.41  C2 1.191
15 H 1.60 0.85 0.84  C4 1.194
16 H 1.39 -0.04 -0.81  C4 1.191
17 H 0.54 -1.93 1.78  C5 1.170
18 H -1.14 -0.60 -0.63  C6 1.176
19 H -0.15 -2.31 -1.08  C6 1.172
20 H -2.86 -2.51 0.10  C7 1.193
21 H -1.43 -3.25 1.05  C7 1.170
22 H -1.65 -1.76 2.64  N8 1.064
23 C 0.28 2.90 -1.55  C24 1.521, H29 1.094, H30 1.095, H31 1.095
24 C 1.22 2.76 -2.74  C23 1.521, C25 1.531, H32 1.094, H33 1.097
25 C 2.69 2.74 -2.34  C24 1.531, C26 1.533, H34 1.097, H35 1.097
26 C 3.20 4.02 -1.66  C25 1.533, C27 1.531, H36 1.097, H37 1.095
27 C 3.02 5.31 -2.47  C26 1.531, C28 1.521, H38 1.097, H39 1.095
28 C 3.80 5.30 -3.77  C27 1.521, H40 1.094, H41 1.095, H42 1.093
29 H 0.43 3.84 -1.02  C23 1.094
30 H -0.76 2.87 -1.90  C23 1.095
31 H 0.42 2.07 -0.85  C23 1.095
32 H 1.02 3.56 -3.46  C24 1.094
33 H 0.99 1.82 -3.26  C24 1.097
34 H 3.30 2.54 -3.23  C25 1.097
35 H 2.87 1.90 -1.66  C25 1.097
36 H 4.26 3.89 -1.42  C26 1.097
37 H 2.70 4.14 -0.69  C26 1.095
38 H 3.38 6.15 -1.86  C27 1.097
39 H 1.97 5.49 -2.67  C27 1.095
40 H 4.87 5.16 -3.59  C28 1.094
41 H 3.67 6.25 -4.29  C28 1.095
42 H 3.46 4.51 -4.44  C28 1.093
43 C 0.62 -1.46 8.20  C44 1.521, H49 1.094, H50 1.095, H51 1.095
44 C -0.73 -0.93 7.77  C43 1.521, C45 1.531, H52 1.094, H53 1.097
45 C -0.88 -0.80 6.25  C44 1.531, C46 1.533, H54 1.097, H55 1.097
46 C 0.09 0.19 5.58  C45 1.533, C47 1.531, H56 1.097, H57 1.095
47 C 0.03 1.62 6.11  C46 1.531, C48 1.521, H58 1.097, H59 1.095
48 C -1.32 2.28 5.88  C47 1.521, H60 1.094, H61 1.095, H62 1.093
49 H 1.44 -0.78 7.91  C43 1.094
50 H 0.66 -1.56 9.29  C43 1.095
51 H 0.82 -2.44 7.76  C43 1.095
52 H -0.92 0.03 8.25  C44 1.094
53 H -1.51 -1.61 8.13  C44 1.097
54 H -1.91 -0.51 6.02  C45 1.097
55 H -0.73 -1.79 5.79  C45 1.097
56 H -0.11 0.19 4.51  C46 1.097
57 H 1.12 -0.18 5.69  C46 1.095
58 H 0.80 2.21 5.60  C47 1.097
59 H 0.28 1.65 7.18  C47 1.095
60 H -1.57 2.31 4.82  C48 1.094
61 H -1.30 3.32 6.25  C48 1.095
62 H -2.12 1.76 6.41  C48 1.093
63 C -2.61 -1.74 -7.34  C64 1.521, H69 1.094, H70 1.095, H71 1.095
64 C -3.45 -2.67 -6.47  C63 1.521, C65 1.531, H72 1.094, H73 1.097
65 C -3.83 -2.05 -5.12  C64 1.531, C66 1.533, H74 1.097, H75 1.097
66 C -2.65 -1.70 -4.20  C65 1.533, C67 1.531, H76 1.097, H77 1.095
67 C -1.73 -2.87 -3.85  C66 1.531, C68 1.521, H78 1.097, H79 1.095
68 C -2.43 -3.98 -3.08  C67 1.521, H80 1.094, H81 1.095, H82 1.093
69 H -1.66 -1.49 -6.87  C63 1.094
70 H -2.40 -2.22 -8.30  C63 1.095
71 H -3.15 -0.81 -7.54  C63 1.095
72 H -2.91 -3.61 -6.32  C64 1.094
73 H -4.37 -2.92 -7.01  C64 1.097
74 H -4.51 -2.74 -4.60  C65 1.097
75 H -4.41 -1.14 -5.30  C65 1.097
76 H -3.06 -1.28 -3.28  C66 1.097
77 H -2.06 -0.91 -4.66  C66 1.095
78 H -0.91 -2.49 -3.24  C67 1.097
79 H -1.27 -3.28 -4.76  C67 1.095
80 H -2.86 -3.60 -2.15  C68 1.094
81 H -1.72 -4.77 -2.83  C68 1.095
82 H -3.24 -4.43 -3.67  C68 1.093

Charges computed using Mulliken, reported in e: C -0.821; C -0.026; Br -0.204; C -0.523; C 0.125; C -0.434; C -0.511; N -0.445; C 0.217; O -0.595; H 0.341; H 0.183; H 0.244; H 0.398; H 0.243; H 0.182; H 0.317; H 0.290; H 0.207; H 0.247; H 0.241; H 0.323; C -0.869; C -0.550; C 0.235; C -0.815; C -0.426; C -1.186; H 0.309; H 0.380; H -0.015; H 0.376; H 0.318; H 0.453; H -0.493; H 0.401; H 0.311; H 0.375; H 0.235; H 0.287; H 0.382; H 0.285; C -1.170; C -0.540; C -0.680; C 0.334; C -0.515; C -1.092; H 0.281; H 0.378; H 0.284; H 0.259; H 0.357; H 0.380; H 0.407; H -0.576; H 0.337; H 0.374; H 0.294; H 0.195; H 0.382; H 0.293; C -1.175; C -0.371; C -0.846; C -0.534; C -0.227; C -1.120; H 0.281; H 0.371; H 0.291; H 0.232; H 0.376; H 0.328; H 0.378; H 0.300; H 0.340; H 0.137; H 0.364; H 0.124; H 0.365; H 0.410